Record 1
Entry from OMol25: a 2-piece molecular cluster, C5H14NO overall at a distorted geometry (wB97M-V/def2-TZVPD).

XYZ file:
```
21
Properties=species:S:1:pos:R:3
O 0.19 3.02 1.36
N -0.73 0.66 0.13
C 0.92 -1.07 -0.73
C -1.44 -0.79 -1.69
C 1.45 -0.95 0.67
C -0.26 -0.07 -1.09
C 0.87 -1.47 1.74
H -0.96 -0.02 0.86
H -1.53 1.22 -0.07
H -0.20 3.72 1.89
H 1.01 3.43 1.03
H 0.55 -2.04 -1.01
H -2.28 -0.12 -1.84
H 0.03 -2.16 1.71
H 2.36 -0.36 0.74
H 1.70 -0.87 -1.46
H 1.25 -1.25 2.72
H -1.79 -1.63 -1.08
H -1.25 -1.17 -2.68
H 0.16 0.65 -1.77
H -0.04 1.28 0.57
```

Computed properties:
Multiplicity = 1
Gap between HOMO and LUMO = 10.97 eV
HOMO = -13.95 eV
Total charge = +1

Atomic partial charges in e from the natural (NBO) method, atoms 1 to 8: O -0.9797; N -0.6820; C -0.4615; C -0.6405; C -0.2077; C -0.0395; C -0.3918; H 0.4404


Record 2
Entry from OMol25: a 2-piece molecular cluster, C5H14NO overall at a distorted geometry (wB97M-V/def2-TZVPD).

XYZ file:
```
21
Properties=species:S:1:pos:R:3
O -0.42 -0.35 4.08
N -0.97 0.14 -1.48
C -0.31 0.82 -0.22
C -0.15 -1.11 -1.75
C 0.17 -0.41 0.52
C 0.88 -1.16 -0.62
C 0.73 1.85 -0.63
H -1.00 0.69 -2.35
H 1.74 1.48 -0.74
H 0.31 2.53 -1.36
H 0.38 -1.27 -2.69
H 0.81 -0.18 1.36
H -0.88 -1.91 -1.67
H -0.74 0.31 4.70
H 1.11 -2.21 -0.43
H -0.74 -0.95 0.78
H -1.13 1.38 0.23
H -1.94 -0.08 -1.28
H 1.91 -0.83 -0.81
H -0.57 -1.28 4.14
H 0.82 2.54 0.23
```

Computed properties:
Multiplicity = 1
Gap between HOMO and LUMO = 11.06 eV
HOMO = -14.25 eV
Total charge = +1

Atomic partial charges in e from the natural (NBO) method, atoms 1 to 8: O -1.0005; N -0.5240; C -0.0066; C -0.2497; C -0.4210; C -0.4366; C -0.6641; H 0.4421


Record 3
Entry from OMol25: a 2-piece molecular cluster, C5H14NO overall at a distorted geometry (wB97M-V/def2-TZVPD).

XYZ file:
```
21
Properties=species:S:1:pos:R:3
O -3.30 2.41 1.15
N -0.35 0.61 -1.00
C -1.21 0.59 0.24
C 0.55 -1.49 0.31
C 1.75 -0.98 -0.18
C 2.79 -1.67 -1.09
C -0.36 -0.45 1.03
H 2.54 -2.64 -1.57
H -3.13 3.33 1.44
H -0.53 1.52 -1.54
H -0.93 -1.05 1.91
H 0.28 0.20 1.68
H -2.29 0.36 0.01
H -0.64 -0.19 -1.62
H 2.01 -0.03 0.21
H 3.81 -1.67 -0.56
H 2.98 -0.90 -1.75
H 0.64 0.68 -0.85
H -4.15 2.52 0.71
H -1.21 1.45 0.98
H 0.74 -2.62 0.51
```

Computed properties:
Multiplicity = 1
Gap between HOMO and LUMO = 9.61 eV
HOMO = -12.94 eV
Total charge = +1

Atomic partial charges in e from the natural (NBO) method, atoms 1 to 8: O -0.9619; N -0.6996; C -0.2459; C -0.2787; C -0.1698; C -0.6620; C -0.4963; H 0.2472


Record 4
Entry from OMol25: a 2-piece molecular cluster, C5H14NO overall at a distorted geometry (wB97M-V/def2-TZVPD).

XYZ file:
```
21
Properties=species:S:1:pos:R:3
O 1.54 0.24 0.16
N 4.92 0.33 -0.86
C -1.16 -0.88 -0.27
C -3.39 0.58 -0.19
C 0.31 0.71 0.78
C -0.60 -0.48 0.97
C -2.69 -0.78 -0.37
H -0.07 1.31 0.04
H -2.96 -1.35 0.55
H 4.84 0.55 0.14
H -3.01 1.31 -0.92
H -0.33 -1.29 1.64
H 0.65 1.19 1.74
H -0.69 -0.21 -0.95
H -3.10 1.05 0.82
H 1.76 -0.55 0.63
H -3.13 -1.33 -1.25
H -4.47 0.63 -0.25
H 5.80 0.70 -1.23
H -0.94 -1.93 -0.45
H 4.09 0.73 -1.36
```

Computed properties:
Multiplicity = 1
Gap between HOMO and LUMO = 4.31 eV
HOMO = -12.24 eV
Total charge = +1

Atomic partial charges in e from the natural (NBO) method, atoms 1 to 8: O -0.6040; N -1.0945; C -0.5464; C -0.6229; C -0.1873; C 0.4311; C -0.3585; H 0.2203


Record 5
Entry from OMol25: a 2-piece molecular cluster, C5H14NO overall at a distorted geometry (wB97M-V/def2-TZVPD).

XYZ file:
```
21
Properties=species:S:1:pos:R:3
O -1.21 0.28 1.37
N -3.84 0.05 2.72
C 2.71 0.59 -2.06
C 0.46 -0.33 -1.41
C 0.71 -0.51 -0.01
C 1.72 -0.57 -2.34
C 0.22 0.31 1.12
H 2.08 -1.57 -2.11
H -3.25 0.61 2.09
H -0.39 -0.85 -1.87
H 0.18 0.73 -1.57
H 2.65 0.73 -0.98
H 1.17 -1.46 0.27
H 1.39 -0.65 -3.37
H -1.71 -0.12 0.66
H 0.51 1.37 1.10
H -3.32 -0.74 3.13
H 2.36 1.52 -2.51
H 3.72 0.28 -2.28
H -4.61 0.47 3.25
H 0.63 0.01 2.08
```

Computed properties:
Multiplicity = 2
Gap between HOMO and LUMO (spin up / spin down) = 8.28 / 6.41 eV
HOMO (spin up / spin down) = -19.04 / -19.04 eV
Expectation value of S² = 0.754
Total charge = +2

Atomic partial charges in e from the natural (NBO) method, atoms 1 to 8: O -0.7082; N -0.3031; C -0.5878; C -0.6239; C 0.4519; C -0.3355; C -0.2244; H 0.2275


Record 6
Entry from OMol25: a 2-piece molecular cluster, C5H14NO2 overall at a distorted geometry (wB97M-V/def2-TZVPD).

XYZ file:
```
22
Properties=species:S:1:pos:R:3
O -1.67 0.59 1.60
O -3.96 -0.27 0.76
N 2.05 -0.26 -0.87
C -0.08 0.90 -0.25
C -0.94 1.51 0.90
C 1.46 -0.84 -2.03
C 1.14 0.13 0.26
C 0.75 -1.11 1.02
H 0.32 1.71 -0.88
H 2.20 -1.40 -2.59
H -3.66 -1.07 1.21
H 2.69 0.48 -1.11
H 1.46 -1.32 1.83
H -0.72 0.23 -0.84
H -0.21 -0.91 1.51
H 0.62 -1.95 0.34
H -3.08 0.24 0.85
H 0.91 -0.18 -2.72
H -0.19 2.08 1.52
H 0.71 -1.60 -1.77
H 1.77 0.81 0.84
H -1.59 2.27 0.42
```

Computed properties:
Multiplicity = 1
Gap between HOMO and LUMO = 6.96 eV
HOMO = -3.20 eV
Total charge = -1

Atomic partial charges in e from the natural (NBO) method, atoms 1 to 8: O -0.9547; O -1.0298; N -0.6518; C -0.4437; C -0.0173; C -0.4146; C -0.0335; C -0.6568